# 1
C61H52I2N6OPZr as an isolated structure. Source: the Open Molecules 2025 dataset; level of theory: wB97M-V/def2-TZVPD.

Calculated values
- gap between HOMO and LUMO (hartree) = 0.2645
- total charge = +1
- energy above the lowest of the compared OMol25 structures with the same formula, charge and spin (kcal per mole) = 41.2

Geometry as XYZ:
```
124
C61H52I2N6OPZr wB97M-V/def2-TZVPD
Zr -0.113 1.193 0.958
N -2.077 0.847 -0.091
C -3.077 1.700 -0.710
C -4.279 1.069 -1.013
C -5.236 1.709 -1.774
C -4.941 2.966 -2.278
C -3.753 3.588 -1.944
C -2.796 3.016 -1.088
C -1.636 3.840 -0.594
C -1.763 5.230 -0.757
C -0.803 6.117 -0.312
C 0.318 5.632 0.339
C 0.433 4.268 0.536
C -0.511 3.321 0.089
H -2.525 0.016 0.325
H -1.559 0.461 -0.890
H -4.432 0.047 -0.682
H -6.170 1.216 -2.008
H -5.637 3.470 -2.934
H -3.561 4.560 -2.372
H -2.645 5.652 -1.212
H -0.947 7.180 -0.455
H 1.081 6.306 0.711
H 1.317 3.928 1.068
C 4.856 1.066 1.326
C 5.523 0.075 0.412
C 6.783 -0.432 0.724
C 7.432 -1.332 -0.105
C 6.831 -1.753 -1.283
C 5.571 -1.281 -1.607
C 4.927 -0.379 -0.768
N 3.629 0.089 -1.143
C 2.512 -0.086 -0.396
N 2.630 -1.044 0.539
C 1.927 -1.328 1.743
C 0.733 -0.699 2.063
C 0.205 -1.010 3.327
C 0.790 -1.928 4.181
C 1.958 -2.567 3.787
C 2.554 -2.278 2.570
C 3.831 -2.971 2.170
N 1.393 0.601 -0.667
C 1.465 1.315 -1.931
C 1.593 2.701 -1.945
C 1.616 3.403 -3.136
C 1.544 2.714 -4.339
C 1.511 1.331 -4.331
C 1.498 0.603 -3.140
C 1.667 -0.891 -3.211
H 5.605 1.698 1.801
H 4.291 0.572 2.122
H 4.163 1.715 0.791
H 7.267 -0.095 1.633
H 8.414 -1.699 0.164
H 7.335 -2.449 -1.939
H 5.069 -1.610 -2.509
H 3.543 0.656 -1.973
H 3.529 -1.501 0.491
H -0.700 -0.509 3.671
H 0.351 -2.142 5.147
H 2.426 -3.295 4.439
H 4.101 -3.722 2.910
H 4.677 -2.280 2.090
H 3.737 -3.484 1.207
H 1.662 3.231 -1.008
H 1.692 4.482 -3.121
H 1.549 3.251 -5.279
H 1.521 0.786 -5.268
H 0.974 -1.340 -3.922
H 1.524 -1.380 -2.251
H 2.675 -1.134 -3.557
I 3.012 3.836 4.129
C 0.950 3.707 4.220
C 0.234 4.520 5.131
C -1.130 4.488 5.194
I -2.099 5.738 6.541
C -1.863 3.611 4.344
C -3.267 3.484 4.314
C -3.853 2.590 3.461
C -3.043 1.812 2.623
N -1.728 1.903 2.607
C -1.137 2.800 3.455
C 0.278 2.865 3.377
O 0.856 2.091 2.469
H 0.792 5.182 5.778
H -3.869 4.100 4.970
H -4.926 2.474 3.416
H -3.496 1.088 1.958
N -2.608 -1.579 1.878
C -2.928 -2.900 1.444
C -3.852 -3.660 2.153
C -4.150 -4.952 1.754
C -3.511 -5.509 0.655
C -2.600 -4.745 -0.056
C -2.316 -3.429 0.304
P -1.263 -2.342 -0.719
C -2.444 -1.863 -2.040
C -3.677 -2.475 -2.257
C -4.537 -2.000 -3.240
C -4.186 -0.908 -4.018
C -2.968 -0.276 -3.804
C -2.116 -0.750 -2.820
C -0.145 -3.547 -1.502
C 0.955 -3.957 -0.747
C 1.869 -4.856 -1.274
C 1.701 -5.342 -2.565
C 0.612 -4.934 -3.321
C -0.312 -4.043 -2.790
H -3.028 -1.400 2.783
H -1.597 -1.513 2.004
H -4.321 -3.242 3.036
H -4.867 -5.533 2.320
H -3.724 -6.525 0.352
H -2.107 -5.174 -0.920
H -3.976 -3.326 -1.659
H -5.488 -2.493 -3.397
H -4.863 -0.540 -4.778
H -2.687 0.592 -4.386
H -1.176 -0.234 -2.656
H 1.091 -3.570 0.258
H 2.714 -5.179 -0.678
H 2.416 -6.042 -2.977
H 0.476 -5.315 -4.325
H -1.160 -3.729 -3.387
```

Results of the Löwdin charge analysis, in e, for atoms 1 through 5: 1.81 -0.04 -0.24 -0.04 -0.07

# 2
C16H25FeN3O3SSi as an isolated structure. Source: the Open Molecules 2025 dataset; level of theory: wB97M-V/def2-TZVPD.

Calculated values
- spin multiplicity = 5
- gap between HOMO and LUMO (spin up / spin down) (hartree) = 0.2779 / 0.2721
- energy above the lowest of the compared OMol25 structures with the same formula, charge and spin (kcal per mole) = 0.0

Geometry as XYZ:
```
50
C16H25FeN3O3SSi wB97M-V/def2-TZVPD
Fe 0.067 0.413 -1.372
C 3.430 2.750 -1.902
C 2.661 2.264 -0.673
C 3.407 2.497 0.632
O 2.400 0.858 -0.864
C 1.283 3.057 -0.642
O 1.267 4.163 -0.142
O 0.327 2.434 -1.192
H 4.402 2.264 -1.955
H 3.569 3.827 -1.863
H 2.860 2.494 -2.793
H 4.416 2.085 0.587
H 2.865 2.035 1.459
H 3.464 3.567 0.826
H 2.572 0.412 -0.026
C -3.746 0.851 -2.428
C -3.389 0.664 -0.983
C -4.298 0.880 0.042
C -3.892 0.615 1.348
C -2.625 0.148 1.597
C -1.739 -0.037 0.515
N -2.163 0.218 -0.747
N -0.458 -0.434 0.588
Si 0.282 -1.210 1.927
C 0.325 -0.247 3.583
C -0.563 -2.907 2.205
C 2.104 -1.542 1.454
H -4.332 1.754 -2.575
H -4.341 0.004 -2.773
H -2.832 0.906 -3.018
H -5.292 1.247 -0.160
H -4.578 0.778 2.166
H -2.289 -0.050 2.600
H -0.633 -0.253 4.096
H 0.595 0.790 3.410
H 1.053 -0.680 4.264
H -1.637 -2.791 2.306
H -0.194 -3.401 3.098
H -0.386 -3.574 1.365
H 2.755 -0.708 1.696
H 2.205 -1.772 0.399
H 2.472 -2.394 2.015
S 0.825 -3.959 -1.968
C -0.858 -3.614 -1.999
C -1.067 -2.318 -2.334
N 0.060 -1.587 -2.560
C 1.125 -2.325 -2.430
H -1.577 -4.372 -1.768
H -2.024 -1.842 -2.422
H 2.120 -1.960 -2.585
```

Results of the Löwdin charge analysis, in e, for atoms 1 through 5: 0.93 -0.01 -0.50 -0.01 -0.08

# 3
A 2-piece molecular cluster, C3H3NOS2 overall. Source: the Open Molecules 2025 dataset; level of theory: wB97M-V/def2-TZVPD.

Calculated values
- gap between HOMO and LUMO (spin up / spin down) (hartree) = 0.2508 / 0.2615
- energy above the lowest of the compared OMol25 structures with the same formula, charge and spin (kcal per mole) = 86.6

Geometry as XYZ:
```
10
C3H3NOS2 wB97M-V/def2-TZVPD
C -0.799 1.132 -0.839
C -1.100 -2.486 0.630
C 1.149 1.117 0.614
N 0.447 0.756 -0.474
O -2.233 -2.412 0.884
S -1.595 1.940 -1.987
S 0.406 -2.674 0.289
H 2.035 0.607 0.964
H 1.061 2.106 0.920
H 0.628 -0.085 -1.001
```

Results of the Löwdin charge analysis, in e, for atoms 1 through 5: -0.67 -0.85 -0.03 -0.16 0.11

# 4
A 2-piece molecular cluster, Cl2H2OSi overall. Source: the Open Molecules 2025 dataset; level of theory: wB97M-V/def2-TZVPD.

Calculated values
- gap between HOMO and LUMO (hartree) = 0.4002
- SMILES string = O=[SiH]Cl.Cl
- energy above the lowest of the compared OMol25 structures with the same formula, charge and spin (kcal per mole) = 72.5

Geometry as XYZ:
```
6
Cl2H2OSi wB97M-V/def2-TZVPD
O 1.077 -0.975 0.167
Si 1.791 0.355 0.199
Cl 3.595 0.610 -0.538
H 1.286 1.525 0.602
Cl -3.500 -0.201 -0.424
H -4.248 -1.314 -0.006
```

Results of the Löwdin charge analysis, in e, for atoms 1 through 5: -0.41 0.12 0.37 -0.09 0.15